No. 1
{"formula": "C5H9NOS", "method": "wB97M-V/def2-TZVPD", "species": ["C", "C", "C", "C", "C", "H", "H", "H", "H", "H", "H", "H", "H", "H", "N", "O", "S"], "coordinates": [[-0.734, 0.991, -0.210], [-0.628, -0.487, -0.806], [0.746, -0.803, -1.188], [0.826, -0.041, 1.463], [-0.687, 0.267, 1.030], [1.041, 1.615, -0.954], [-1.836, 1.334, -0.616], [-1.306, -0.229, -1.686], [0.813, -1.907, -1.308], [0.956, -0.415, -2.336], [1.230, 0.726, 2.130], [1.058, -0.786, 2.154], [-1.099, 0.647, 1.866], [-1.094, -1.941, 0.535], [-1.358, -1.001, 0.327], [0.163, 2.090, -0.432], [1.910, -0.061, 0.031]], "lowdin_charge": [-0.359, -0.451, -0.421, -0.374, -0.243, 0.118, 0.195, 0.145, 0.082, 0.153, 0.082, 0.047, 0.093, 0.092, 0.091, -0.135, 0.886], "multiplicity": 1, "orbital_gap_ev": 9.31, "lumo_ev": 0.68, "de_lowest_kcal_mol": 107.29}


No. 2
{"formula": "C6H8", "method": "wB97M-V/def2-TZVPD", "species": ["C", "C", "C", "C", "C", "C", "H", "H", "H", "H", "H", "H", "H", "H"], "coordinates": [[-1.407, -0.584, -0.262], [-1.142, 0.695, -0.016], [0.250, 1.007, -0.023], [1.181, 0.459, 1.073], [0.993, -0.210, -0.335], [-0.035, -1.300, -0.390], [-2.454, -0.930, -0.341], [-1.945, 1.483, -0.126], [0.613, 1.943, -0.527], [2.137, 1.189, 1.083], [0.663, 0.047, 1.921], [1.789, -0.323, -1.105], [0.185, -2.209, 0.232], [-0.020, -1.600, -1.419]], "lowdin_charge": [-0.060, -0.122, -0.331, -0.033, -0.269, -0.163, 0.104, 0.124, 0.149, 0.142, 0.095, 0.146, 0.125, 0.093], "multiplicity": 1, "orbital_gap_ev": 9.87, "lumo_ev": 1.16, "de_lowest_kcal_mol": 34.67}


No. 3
{"formula": "CH3BrO3S", "method": "wB97M-V/def2-TZVPD", "species": ["C", "O", "O", "O", "S", "Br", "H", "H", "H"], "coordinates": [[-1.634, -0.076, -0.325], [0.365, -1.171, 0.418], [2.417, -1.378, -0.842], [-1.749, 0.914, 0.365], [1.796, -1.098, 0.412], [1.478, 2.103, 0.391], [0.286, 1.632, 0.745], [-2.009, -1.030, -0.083], [-0.951, 0.105, -1.080]], "mulliken_spin": [-0.007, 0.422, 0.528, 0.015, 0.989, 0.053, -0.001, -0.001, 0.003], "multiplicity": 3, "orbital_gap_ev": [9.04, 5.52], "lumo_ev": [0.67, -4.73], "de_lowest_kcal_mol": 15.93}


No. 4
{"formula": "C6H7F3O3S", "method": "wB97M-V/def2-TZVPD", "species": ["C", "C", "C", "C", "C", "C", "O", "O", "O", "F", "F", "F", "S", "H", "H", "H", "H", "H", "H", "H"], "coordinates": [[-1.359, 2.767, -0.270], [-1.562, 1.575, 0.010], [3.016, -1.268, 0.108], [0.586, -0.312, -0.811], [-1.818, 0.295, 0.421], [-2.715, -0.504, -0.576], [2.255, 1.421, -0.066], [1.313, -0.047, 1.806], [-1.348, -0.210, 1.424], [-2.659, -0.063, -1.888], [-3.934, -0.377, -0.145], [-2.420, -1.828, -0.463], [1.777, 0.121, 0.239], [-1.282, 3.790, -0.449], [2.485, -1.980, -0.494], [3.954, -0.955, -0.297], [3.203, -1.496, 1.166], [-0.022, 0.596, -0.953], [0.116, -1.293, -0.724], [0.415, -0.233, 1.964]], "mulliken_spin": [0.422, -0.109, 0.016, 0.658, 0.441, -0.031, 0.031, 0.070, 0.255, 0.007, 0.015, 0.004, 0.071, 0.006, -0.002, 0.000, 0.004, 0.110, 0.028, 0.003], "multiplicity": 3, "orbital_gap_ev": [5.52, 5.89], "lumo_ev": [-0.12, -3.39]}


No. 5
{"formula": "C46H92Br2N6O13P", "method": "wB97M-V/def2-TZVPD", "species": ["C", "C", "O", "C", "C", "C", "C", "Br", "C", "C", "Br", "C", "N", "C", "C", "C", "C", "C", "C", "C", "C", "C", "C", "C", "O", "N", "C", "C", "C", "C", "C", "O", "C", "C", "C", "N", "P", "O", "O", "O", "O", "H", "H", "H", "H", "H", "H", "H", "H", "H", "H", "H", "H", "H", "H", "H", "H", "H", "H", "H", "H", "H", "H", "H", "H", "H", "H", "H", "H", "H", "H", "H", "H", "H", "H", "H", "H", "H", "H", "H", "H", "H", "H", "H", "H", "H", "H", "H", "C", "O", "C", "C", "N", "C", "C", "O", "C", "H", "H", "H", "H", "H", "H", "H", "H", "H", "H", "H", "H", "H", "H", "H", "C", "O", "C", "C", "N", "C", "C", "O", "C", "H", "H", "H", "H", "H", "H", "H", "H", "H", "H", "H", "H", "H", "H", "H", "C", "O", "C", "C", "N", "C", "C", "O", "C", "H", "H", "H", "H", "H", "H", "H", "H", "H", "H", "H", "H", "H", "H", "H"], "coordinates": [[-5.959, -2.885, -3.036], [-4.375, -2.942, -3.398], [-3.718, -3.437, -2.209], [-2.327, -3.731, -2.419], [-1.332, -3.372, -1.233], [-1.898, -3.531, 0.274], [-2.758, -2.278, 0.819], [-4.752, -2.606, 0.789], [-2.523, -0.842, 0.221], [-3.072, -0.546, -1.271], [-0.681, -0.085, 0.298], [-0.570, -3.541, 1.192], [-0.826, -4.537, 2.305], [0.097, -4.181, 3.402], [-0.722, -3.276, 4.477], [-0.966, -1.749, 4.302], [-1.789, -0.871, 5.286], [-2.448, -1.501, 6.539], [-2.200, -3.024, 6.767], [-1.368, -3.912, 5.770], [-1.240, -5.455, 6.164], [-0.950, -5.944, 1.777], [0.318, -6.397, 0.857], [1.732, -6.315, 1.591], [2.184, -7.257, 2.315], [2.640, -5.133, 1.425], [3.450, -4.913, 2.683], [3.653, -5.611, 0.385], [-0.986, -6.912, 3.023], [-0.996, -8.575, 2.592], [-1.783, -9.559, 3.707], [-0.191, -9.476, 3.503], [-2.334, -5.916, 0.884], [-2.278, -6.885, -0.416], [-3.679, -7.350, -1.025], [-4.522, -6.293, -1.633], [-3.877, -6.364, 1.969], [-5.200, -5.906, 1.292], [-4.053, -8.028, 2.228], [-3.894, -5.446, 3.442], [-2.743, -4.670, 0.325], [-6.285, -3.739, -2.353], [-6.200, -1.910, -2.461], [-6.567, -2.888, -4.019], [-4.192, -3.590, -4.320], [-4.070, -1.836, -3.550], [-1.996, -3.093, -3.333], [-2.264, -4.822, -2.802], [-0.449, -4.122, -1.305], [-0.872, -2.351, -1.458], [-2.551, -2.220, 1.959], [-3.142, -0.121, 0.886], [-4.114, -0.947, -1.487], [-2.313, -0.879, -2.057], [-3.126, 0.607, -1.361], [0.405, -3.690, 0.630], [-0.463, -2.523, 1.725], [-1.789, -4.286, 2.647], [0.617, -4.967, 4.019], [0.950, -3.479, 3.052], [-0.528, -1.195, 3.391], [-1.979, 0.248, 5.113], [-3.067, -0.831, 7.216], [-2.693, -3.495, 7.691], [-2.120, -6.101, 5.834], [-1.159, -5.531, 7.316], [-0.225, -5.820, 5.752], [0.246, -7.464, 0.472], [0.413, -5.741, -0.093], [3.924, -3.866, 2.554], [4.268, -5.704, 2.835], [2.814, -4.869, 3.629], [3.624, -6.758, 0.251], [3.419, -5.168, -0.642], [4.707, -5.325, 0.723], [-1.787, -6.767, 3.808], [0.019, -6.961, 3.598], [-1.100, -8.869, 1.435], [-1.828, -9.212, 4.790], [-1.767, -10.634, 3.335], [-1.672, -7.834, -0.313], [-1.752, -6.255, -1.233], [-3.419, -8.094, -1.881], [-4.347, -7.956, -0.317], [-4.182, -5.996, -2.560], [-5.479, -6.685, -1.736], [-4.939, -8.207, 2.615], [-4.688, -5.724, 3.956], [0.266, 7.684, 2.347], [0.572, 6.424, 2.926], [-0.550, 5.542, 2.981], [-0.346, 4.362, 2.030], [-0.440, 4.786, 0.633], [-0.013, 3.761, -0.322], [1.462, 3.332, -0.283], [2.371, 4.350, -0.683], [2.763, 5.234, 0.357], [1.131, 8.334, 2.475], [0.069, 7.582, 1.275], [-0.592, 8.146, 2.844], [-1.493, 6.061, 2.779], [-0.598, 5.160, 4.005], [-1.112, 3.606, 2.227], [0.635, 3.925, 2.246], [0.141, 5.607, 0.498], [-0.218, 4.162, -1.320], [-0.648, 2.877, -0.202], [1.582, 2.526, -1.016], [1.753, 2.902, 0.683], [2.791, 4.745, 1.335], [2.099, 6.101, 0.382], [3.765, 5.603, 0.129], [-0.895, 2.808, -7.835], [-0.652, 3.902, -6.963], [-1.631, 4.937, -7.072], [-2.466, 5.017, -5.794], [-3.352, 3.859, -5.667], [-3.993, 3.750, -4.356], [-3.082, 3.510, -3.141], [-2.441, 2.236, -3.142], [-1.222, 2.193, -3.871], [-0.034, 2.141, -7.789], [-1.781, 2.248, -7.518], [-1.016, 3.149, -8.867], [-2.264, 4.815, -7.957], [-1.082, 5.876, -7.188], [-3.070, 5.929, -5.816], [-1.774, 5.081, -4.947], [-2.814, 3.014, -5.829], [-4.692, 2.910, -4.420], [-4.596, 4.647, -4.180], [-3.723, 3.516, -2.253], [-2.355, 4.315, -2.991], [-0.685, 3.145, -3.848], [-1.412, 1.887, -4.903], [-0.586, 1.427, -3.420], [9.933, 8.046, -2.054], [9.565, 7.770, -0.711], [9.418, 8.948, 0.085], [7.953, 9.153, 0.469], [7.151, 9.544, -0.692], [5.708, 9.515, -0.446], [5.070, 8.150, -0.144], [5.090, 7.246, -1.245], [6.284, 6.488, -1.362], [10.159, 7.098, -2.544], [9.108, 8.522, -2.594], [10.824, 8.679, -2.095], [9.830, 9.834, -0.409], [9.997, 8.783, 0.998], [7.887, 9.936, 1.230], [7.587, 8.215, 0.904], [7.355, 8.914, -1.460], [5.232, 9.915, -1.347], [5.472, 10.210, 0.367], [4.011, 8.331, 0.070], [5.479, 7.682, 0.758], [6.743, 6.276, -0.392], [6.994, 7.000, -2.015], [6.036, 5.537, -1.840]], "lowdin_charge": [-0.079, -0.247, -0.269, -0.204, -0.065, -0.376, -0.547, 0.808, -0.699, -0.152, 0.714, -0.050, -0.026, -0.102, -0.089, -0.031, -0.051, -0.038, -0.013, -0.142, -0.084, -0.255, -0.001, -0.342, 0.059, -0.181, -0.112, -0.077, -0.067, -0.168, 0.008, -0.188, -0.294, -0.091, -0.268, -0.006, 0.748, -0.346, -0.177, -0.203, -0.140, 0.076, 0.075, 0.085, 0.128, 0.117, 0.136, 0.122, 0.118, 0.093, 0.088, 0.104, 0.053, 0.069, 0.085, 0.141, 0.083, 0.170, 0.111, 0.148, 0.077, 0.100, 0.098, 0.104, 0.074, 0.098, 0.077, 0.128, 0.127, 0.114, 0.105, 0.078, 0.109, 0.092, 0.101, 0.083, 0.121, 0.148, 0.116, 0.119, 0.100, 0.125, 0.125, 0.111, 0.065, 0.092, 0.101, 0.091, -0.110, -0.198, -0.210, -0.210, -0.046, -0.204, -0.226, -0.168, -0.084, 0.088, 0.078, 0.088, 0.122, 0.118, 0.117, 0.102, 0.069, 0.110, 0.070, 0.114, 0.106, 0.093, 0.075, 0.073, -0.114, -0.198, -0.206, -0.206, -0.054, -0.195, -0.216, -0.214, -0.092, 0.088, 0.076, 0.089, 0.122, 0.121, 0.123, 0.103, 0.066, 0.117, 0.119, 0.120, 0.106, 0.090, 0.071, 0.082, -0.113, -0.200, -0.208, -0.209, -0.054, -0.195, -0.230, -0.196, -0.097, 0.088, 0.077, 0.088, 0.122, 0.120, 0.122, 0.101, 0.067, 0.119, 0.117, 0.115, 0.109, 0.091, 0.071, 0.090], "total_charge": 1, "multiplicity": 1, "orbital_gap_ev": 7.27, "lumo_ev": -2.39}